1.
Computed, not measured: a cluster of 2 separate species, C18H19Cl2O in total, with ωB97M-V/def2-TZVPD.

As for the spin multiplicity: 1. For the largest force on an atom, the calculation gives 1.5 eV Å⁻¹. The calculation puts the total energy at -46059.15439 eV. As for the net charge: +1.

Each line ends with the natural charge from an NBO analysis.
Element x y z (Å)
H1 4.015982 4.506627 -0.438322  0.2485
H2 -1.475210 -5.949701 0.771115  0.2203
H3 -5.605786 0.781181 -0.444990  0.2513
C1 3.971394 3.430489 -0.443656  -0.2420
H4 1.861030 3.350546 -0.413581  0.2167
C2 1.451324 0.684619 -0.388491  0.0590
C3 5.122646 1.311966 -0.455476  -0.2455
H5 1.465734 -0.387364 -0.324140  0.2181
C4 -2.253908 1.362830 -0.383923  -0.1760
C5 -1.007022 0.675881 -0.357368  0.0817
O1 -1.786246 -3.294958 1.203941  -0.7303
C6 -0.929226 -5.288423 0.099046  -0.6291
H6 -0.034582 -5.814023 -0.233265  0.2155
C7 2.702198 1.367457 -0.424303  -0.0780
H7 0.581902 -3.282746 2.507771  0.2056
C8 2.769409 2.777489 -0.431012  -0.1290
C9 -3.474214 0.651171 -0.398026  -0.0980
C10 0.218709 1.306033 -0.426108  -0.3230
C11 -2.317232 2.774651 -0.398612  -0.0570
C12 3.921398 0.651726 -0.440583  -0.1201
Cl1 -6.203016 3.537022 -0.469578  0.1008
H8 6.055558 0.773473 -0.467674  0.2507
C13 -4.704614 2.709441 -0.442089  0.0525
C14 -4.672312 1.317713 -0.428470  -0.2429
C15 0.322447 -4.219524 2.014325  -0.6298
C16 -3.517003 3.431056 -0.426855  -0.2590
C17 5.156986 2.703554 -0.453012  0.0554
H9 -0.045289 -3.326139 0.090505  0.1347
H10 1.246600 -4.721033 1.728349  0.2142
H11 -1.017252 -0.396339 -0.286217  0.2094
Cl2 6.662332 3.527533 -0.450136  0.0973
H12 -3.455199 -0.426739 -0.394074  0.2290
H13 -1.409446 3.349424 -0.374405  0.2084
H14 -3.555230 4.507549 -0.429953  0.2476
H15 3.898942 -0.424899 -0.445362  0.2314
C18 -0.580419 -3.980361 0.805820  0.1106
H16 -1.845468 -2.389776 0.817789  0.4558
H17 -0.182778 -4.846093 2.748621  0.2223
H18 0.210386 2.369023 -0.547987  0.2086
H19 -1.563534 -5.110353 -0.769628  0.2143

Forces on the atoms, in the same order (eV/Å):
-0.024 0.145 -0.006
-0.012 0.019 0.097
-0.100 -0.147 0.009
0.066 0.345 0.007
-0.075 0.235 0.013
-0.091 0.264 -0.006
0.409 0.001 -0.022
0.106 -0.480 0.042
-0.235 0.104 -0.012
0.161 0.357 -0.057
-0.131 0.795 -0.286
-0.234 0.228 0.068
0.081 0.074 0.039
0.174 0.066 -0.025
-0.020 0.057 -0.024
-0.042 -0.325 0.002
0.495 0.153 0.022
0.056 0.089 -0.085
0.041 -0.346 0.006
-0.532 0.125 0.021
0.128 -0.100 -0.005
0.080 -0.141 0.001
0.059 -0.209 0.013
-0.428 -0.050 -0.029
-0.248 0.157 0.011
0.000 0.366 0.012
-0.003 -0.127 0.020
-0.064 -0.242 0.147
-0.012 -0.019 -0.115
-0.080 -0.442 0.021
-0.214 -0.135 -0.015
-0.063 -0.187 0.010
0.056 0.206 0.010
0.016 0.142 -0.006
0.029 -0.220 0.019
0.380 0.251 -0.384
0.311 -1.342 0.462
-0.081 -0.032 -0.012
0.017 0.307 0.031
0.022 0.058 0.003

2.
Computed, not measured: a structure of composition C18H19F6N7O5S4SeSn, with ωB97M-V/def2-TZVPD.

As for the spin multiplicity: 1. For the largest force on an atom, the calculation gives 1.0 eV Å⁻¹. The calculation puts the total energy at -170466.32497 eV. As for the net charge: 0.

Each line ends with the natural charge from an NBO analysis.
Element x y z (Å)
H1 -0.423179 -2.409966 1.756105  0.4446
H2 -0.601511 -2.654085 3.436427  0.4119
H3 2.147812 3.763949 -2.090276  0.4030
H4 -5.036705 -4.345770 2.272171  0.2323
O1 5.095886 -0.942842 -0.020120  -0.9091
H5 -3.590203 -0.295340 -1.085929  0.2016
C1 -2.922811 2.206338 -0.223485  -0.6153
C2 -4.019778 -1.150660 3.021684  -0.1908
F1 3.077940 -2.260150 -1.959017  -0.3134
H6 -3.149844 -0.097455 -2.788606  0.2104
C3 -3.075890 -0.924079 2.086608  -0.2317
H7 -5.480046 -2.529332 3.870976  0.2206
H8 -3.872365 2.730760 -0.355132  0.2072
Se1 -1.925857 -3.416863 -0.705319  1.0365
O2 3.310947 0.646943 -0.691598  -0.9581
N1 -0.691149 -2.022485 2.658925  -0.7984
C4 -2.783163 -1.966622 1.140649  0.2056
H9 -1.596624 3.286443 -2.352224  0.2058
C5 -2.475631 1.505009 -1.509243  0.2713
N2 1.650900 2.993706 -1.680039  -0.7719
S1 3.844309 -0.298932 0.261357  2.2361
S2 -0.457449 -0.068305 4.477990  0.4219
H10 -4.251103 -0.380116 3.746543  0.2192
C6 -3.517874 -3.211313 1.195039  0.0693
C7 -0.430468 -0.721709 2.877682  0.3020
C8 0.046927 1.417945 2.507764  0.1209
F2 3.389522 0.308703 2.827059  -0.3112
H11 -2.535533 0.011490 2.025743  0.2309
C9 0.631287 3.798742 1.861746  -0.4310
S3 1.225896 4.604799 0.455657  0.4135
F3 4.594286 -3.572947 -1.129114  -0.2892
C10 -3.492022 0.431223 -1.896111  -0.6173
H12 -1.968993 2.027300 -3.537783  0.2117
H13 -4.473489 0.866749 -2.097798  0.2033
C11 -4.506132 -3.404783 2.221673  -0.2019
C12 -4.737226 -2.402793 3.093618  -0.2033
H14 -2.159430 2.927462 0.086330  0.2039
C13 1.244783 3.100298 -0.392850  0.2974
C14 0.480091 2.486392 1.604258  0.1198
C15 -2.327708 2.524575 -2.634045  -0.6134
H15 0.081883 2.329786 4.494040  0.2523
H16 -3.280883 3.010648 -2.854072  0.2019
C16 3.312221 -3.277048 -1.126713  0.7353
S4 2.705976 -2.856924 0.589122  2.2362
C17 4.125823 0.739623 1.801053  0.7294
F4 2.618475 -4.336408 -1.542492  -0.3088
Sn1 0.246379 -0.133103 -0.439707  1.4997
N3 -0.189443 0.168758 1.937533  -0.6501
N4 2.685649 -1.270046 0.765630  -1.2513
H17 -3.038298 1.468467 0.576660  0.1973
H18 1.940399 2.073403 -1.976439  0.4285
N5 -1.879331 -1.878562 0.184754  -0.7377
O3 1.307330 -3.253002 0.527830  -0.9745
O4 3.581425 -3.553730 1.481221  -0.9027
C18 -0.068510 1.483845 3.843912  -0.4259
H19 0.429071 4.343547 2.768676  0.2500
F5 5.406617 0.679695 2.131404  -0.2998
N6 -3.211375 -4.109532 0.280422  -0.5944
F6 3.799672 2.010660 1.561718  -0.3166
N7 0.822917 2.092471 0.323481  -0.6159
O5 -1.227486 0.903346 -1.291267  -1.0977

Forces on the atoms, in the same order (eV/Å):
0.233 0.088 0.344
0.049 -0.011 0.046
0.039 -0.012 0.002
0.000 0.011 -0.043
-0.322 0.182 -0.004
-0.025 0.055 -0.048
0.104 -0.017 0.033
-0.208 -0.126 0.046
0.021 -0.022 -0.114
-0.020 0.030 0.009
-0.496 -0.022 -0.345
0.015 0.018 -0.001
0.020 -0.017 0.019
0.201 -0.096 -0.238
0.096 -0.107 0.081
0.964 -0.264 0.262
-0.677 0.263 -0.223
-0.032 -0.017 -0.007
-0.109 -0.007 0.303
-0.199 0.015 0.163
-0.156 -0.439 0.217
-0.061 -0.116 0.074
-0.014 -0.007 -0.006
-0.177 0.135 0.242
0.500 -0.093 -0.020
0.082 0.124 -0.457
0.073 0.082 0.005
-0.243 -0.113 -0.028
-0.049 0.203 0.031
0.025 0.095 0.024
0.139 -0.023 -0.101
0.009 -0.018 0.013
-0.023 0.018 0.025
0.005 -0.015 -0.005
0.099 -0.070 -0.147
0.062 0.214 0.126
-0.065 -0.003 -0.032
0.145 -0.115 -0.145
-0.037 -0.323 -0.137
0.077 -0.013 -0.034
0.039 -0.030 -0.054
0.018 0.008 -0.001
-0.216 0.121 0.239
-0.568 0.174 0.452
-0.133 -0.207 -0.131
0.093 -0.028 -0.121
-0.388 0.126 -0.219
0.254 -0.013 0.364
0.570 -0.063 -0.550
-0.044 0.094 -0.090
0.107 0.007 0.029
-0.228 -0.158 -0.200
0.312 0.176 0.203
-0.112 0.116 -0.175
-0.079 0.069 0.214
-0.018 -0.037 -0.024
0.071 0.083 0.136
0.084 0.067 0.008
0.011 0.108 0.051
0.071 -0.022 0.152
0.109 -0.060 -0.212